The following is a quantum chemistry calculation of a 14-piece molecular cluster, C36H104N4O24 overall, from OMol25.

Atoms and positions in Å:
O1 23.23456 21.08842 1.97387
O2 26.46174 15.47456 4.83486
O3 31.92083 19.99063 -1.76577
O4 29.97736 13.35311 4.56796
O5 22.96254 18.59832 0.46726
O6 29.58742 11.18079 -2.18990
O7 28.17207 13.15633 -3.87462
O8 24.42395 16.48130 1.28722
O9 27.45703 19.43385 4.28359
O10 22.98094 14.16881 1.70971
O11 25.10767 20.64665 -1.89948
O12 23.01702 11.16640 -2.92528
O13 26.43348 10.20018 0.29399
O14 24.52545 10.63212 4.48925
O15 22.75824 11.62948 2.94324
O16 27.56387 17.69931 6.66108
O17 25.25392 18.24071 8.29038
O18 22.78927 21.17513 -0.89029
O19 26.59758 18.13144 -2.58673
O20 26.58916 14.60172 2.20154
O21 24.44925 17.12666 5.49231
O22 24.81218 19.54981 3.80592
O23 28.81569 19.51040 0.90069
O24 29.28121 10.54481 4.52357
N1 31.34023 18.51261 0.49773
N2 24.96971 7.02453 5.52928
N3 24.49035 14.61851 -2.11641
N4 24.26461 7.30307 -0.61907
C1 23.92485 13.72981 -4.38955
C2 28.21682 16.48073 6.16556
C3 28.34680 19.97549 2.16401
C4 25.53352 11.45815 5.14450
C5 22.48457 18.76559 -0.89316
C6 31.73818 21.22238 -2.47926
C7 21.95749 12.72052 3.31046
C8 29.25127 12.51554 -1.77035
C9 31.19907 17.95484 -0.82813
C10 26.73836 15.79416 1.42761
C11 26.18479 11.50226 0.78275
C12 28.45454 19.10527 3.35013
C13 25.34402 8.32643 5.16832
C14 27.87518 12.88500 -2.43985
C15 24.05118 18.42251 7.55307
C16 30.85860 19.04695 -1.86095
C17 25.51066 8.10246 -0.41530
C18 29.03085 12.92742 3.61015
C19 21.60500 11.50650 -2.93455
C20 23.67114 17.21363 6.67263
C21 27.29070 15.26366 5.95197
C22 23.71431 13.64494 -2.91198
C23 24.17821 9.39546 5.09523
C24 22.72776 13.99116 3.09344
C25 25.29770 9.43738 0.22043
C26 26.17368 20.11490 -1.05719
C27 30.14274 16.88085 -0.67071
C28 23.25547 21.34023 3.30855
C29 25.67091 16.82332 1.82827
C30 26.21040 8.23221 -1.74837
C31 27.17100 19.15273 -1.81786
C32 29.40153 11.42065 3.39713
C33 23.84830 12.19910 -2.37614
C34 21.81655 20.15471 -1.07336
C35 26.03584 8.14920 3.76706
C36 24.63504 20.99888 3.81281
H1 22.57233 20.61213 3.74593
H2 29.89920 16.30136 -1.56119
H3 25.44195 11.96672 0.13424
H4 25.31841 21.50675 3.13224
H5 23.35015 8.89577 4.59249
H6 29.67620 12.94455 5.38281
H7 31.99536 19.27348 0.38824
H8 23.99423 14.74976 -4.76770
H9 29.08591 20.74902 2.37252
H10 25.76051 19.40409 3.77376
H11 27.27916 17.49234 -2.80717
H12 21.43051 20.30109 -2.08214
H13 28.86923 16.15841 6.97708
H14 23.72922 9.69963 6.04073
H15 23.66985 16.29400 7.25776
H16 26.10640 8.70947 5.84667
H17 23.24532 18.43823 8.28685
H18 30.02693 13.23061 -2.04446
H19 27.69105 16.25078 1.69588
H20 24.82811 11.72910 -2.29138
H21 29.54929 11.18489 -3.14914
H22 30.78940 21.68169 -2.20185
H23 26.57972 14.75937 3.14847
H24 27.58878 18.95180 5.10326
H25 29.89110 19.45139 -1.56348
H26 25.81585 11.47041 1.80791
H27 30.41578 11.38347 2.99962
H28 26.25819 7.59249 0.19234
H29 21.25100 11.38870 -1.91039
H30 24.17948 15.60650 1.59799
H31 25.79857 16.12657 5.07295
H32 24.57118 10.05010 -0.31327
H33 26.83456 15.50425 0.38128
H34 24.16397 14.78110 -1.17453
H35 25.00349 9.15524 1.23134
H36 26.97990 7.63387 3.94388
H37 24.35635 17.96754 5.03854
H38 27.76686 18.63055 -1.06926
H39 22.67539 17.41261 6.27641
H40 28.09381 18.01677 7.39591
H41 25.44468 7.59226 3.04012
H42 24.48983 15.52437 -2.56310
H43 29.24470 12.49980 -0.68048
H44 29.21606 17.14928 -0.16346
H45 23.47647 13.39553 1.43027
H46 26.04299 17.80524 1.53590
H47 28.00471 12.98628 3.97304
H48 21.00287 10.96244 -3.66224
H49 29.74918 19.28814 0.87240
H50 22.13416 14.86311 3.36812
H51 23.26223 20.13397 1.87452
H52 23.99068 19.28943 6.89514
H53 27.06237 12.14839 0.76107
H54 22.89933 21.36960 0.04335
H55 26.28155 7.20270 -2.09929
H56 23.46515 11.54966 3.58783
H57 29.22351 13.47494 2.68755
H58 28.86077 16.76036 5.33175
H59 24.79565 21.33111 4.83844
H60 21.06549 12.79323 2.68826
H61 27.65283 12.55811 -4.41695
H62 25.32996 11.59759 6.20621
H63 32.53296 21.93846 -2.27028
H64 25.57037 12.43045 4.65321
H65 25.73634 6.36760 5.55784
H66 22.74218 14.12859 -2.81629
H67 28.33696 18.03409 3.18630
H68 23.29645 18.60523 -1.60255
H69 23.62163 7.16471 0.14744
H70 23.65633 14.01557 3.66376
H71 25.58985 8.81119 -2.43235
H72 24.76661 7.21123 6.50088
H73 23.65929 7.72796 -1.30694
H74 23.12608 13.20713 -4.91575
H75 23.06001 22.40445 3.44018
H76 25.48583 17.05343 2.87750
H77 21.77210 17.94988 -1.01619
H78 28.72273 10.96075 2.67892
H79 27.49138 13.79050 -1.96987
H80 31.82377 21.03756 -3.55006
H81 27.40432 20.50978 2.04416
H82 21.45793 12.49778 -3.36333
H83 26.82784 20.88212 -0.64299
H84 26.47411 10.90884 5.10398
H85 23.47274 17.78986 0.55497
H86 27.16819 12.05831 -2.37023
H87 25.73041 19.51112 -0.26533
H88 27.94621 14.41936 5.73855
H89 30.70662 18.69914 -2.88273
H90 29.47481 19.26617 3.69839
H91 21.00559 20.49021 -0.42693
H92 26.68632 15.02340 6.82667
H93 32.17530 17.55229 -1.09834
H94 27.74934 19.76014 -2.51406
H95 26.30280 9.13172 3.37784
H96 30.65812 16.14873 -0.04902
H97 24.28859 20.77912 -1.41663
H98 27.20353 8.68121 -1.73455
H99 31.84437 17.90873 1.13118
H100 24.89245 13.30237 -4.65248
H101 25.94126 18.06097 7.64473
H102 21.44170 12.67114 4.26942
H103 23.50870 12.32584 -1.34818
H104 29.63513 10.96111 5.31289

## Properties
- Orbital gap (spin up / spin down): 2.09 / 9.29 eV
- Net charge: -1
- E_tot: -94109.9306 eV
- <S²>: 0.75
- Energy above the lowest of the compared OMol25 structures with the same formula, charge and spin: 11.60 kJ/mol
- Spin multiplicity: 2
- HOMO level (spin up / spin down): -0.03 / -7.24 eV

Here are the Löwdin charges for atoms 1 to 6, given in e:
1. O -0.0699
2. O -0.1042
3. O -0.2017
4. O -0.1733
5. O -0.0897
6. O -0.0812